28
Properties=species:S:1:pos:R:3 method="wB97M-V/def2-TZVPD" orbital_gap_ev="6.0 / 5.3" relative_energy_ev=6.537 e_tot_ha=-955.2067 lumo_energy_ev="-4.98 / -5.42" charge=+1
C -3.2705 0.4243 -1.1802
C -2.6482 -0.4718 -2.0401
C -2.6489 0.8082 -0.0132
C -1.3943 -0.9669 -1.7262
C -1.3893 0.2944 0.3334
C -0.7436 -0.5889 -0.5587
C 2.4633 0.5104 0.1176
C -0.6950 0.8285 1.4741
C 0.6497 -1.0835 -0.3012
C 2.5676 -0.7588 -1.8490
C 0.9948 0.8301 3.6743
N 1.6376 -0.1078 -0.8993
O -1.4260 1.3675 2.5705
S -0.5445 0.0972 3.0560
H -4.2468 0.8138 -1.4217
H -3.1345 -0.7792 -2.9516
H -3.1227 1.5009 0.6653
H -0.9170 -1.6671 -2.3970
H 2.8332 1.4701 -0.2836
H 0.8793 -1.1568 0.7622
H 0.7968 -2.0605 -0.7626
H 3.1689 -1.4919 -1.3120
H 2.0070 -1.2507 -2.6427
H 3.2343 -0.0187 -2.2915
H 1.5795 0.0258 4.1105
H 0.7514 1.5597 4.4415
H 1.5395 1.2941 2.8567
H 1.0784 0.5776 -1.4314

=====

7
Properties=species:S:1:pos:R:3 method="wB97M-V/def2-TZVPD" orbital_gap_ev=10.0 relative_energy_ev=2.325 smiles=C#CO.N#N e_tot_ha=-262.0785 lumo_energy_ev=0.43 charge=0
C 0.1834 0.9476 -0.1125
C -0.4449 -0.0861 -0.2287
O -0.9605 -1.2881 -0.4302
H 0.1647 1.9636 0.2677
H -0.5776 -1.7885 -1.2634
N 3.0198 -0.2541 0.2900
N 2.2982 -0.4600 -0.5661

=====

12
Properties=species:S:1:pos:R:3 method="wB97M-V/def2-TZVPD" orbital_gap_ev=9.0 relative_energy_ev=7.058 e_tot_ha=-231.9670 lumo_energy_ev=1.09 charge=0
C 0.2226 -0.1343 -1.1428
C -0.2646 0.9824 -0.2551
C -1.1063 -0.2515 -0.4434
C -0.5104 -1.1214 0.7129
C 0.8488 -0.7963 0.1121
C 0.4775 0.4020 0.9531
H 0.4809 -0.1291 -2.1933
H -0.5319 2.0030 -0.5011
H -2.1106 -0.2844 -0.8514
H -0.3948 -0.1451 1.6791
H 1.7542 -1.3837 0.2378
H 1.1345 0.8584 1.6921

=====

86
Properties=species:S:1:pos:R:3 method="wB97M-V/def2-TZVPD" orbital_gap_ev="6.4 / 6.3" relative_energy_ev=0.694 spin_multiplicity=4 e_tot_ha=-5593.7399 lumo_energy_ev="-2.92 / -3.79" charge=+1 s2=3.804
Re 0.5326 -1.2346 -0.0192
C -0.8538 1.0513 3.6806
C 0.3520 0.0439 3.5628
C 1.1754 -0.1086 4.8771
C -0.1689 -1.3379 3.0962
C -1.2475 -2.0308 3.9060
O -2.3761 -1.8959 3.0770
C -1.9866 -1.5575 1.8326
N -0.7611 -1.2558 1.7319
C -3.0633 -1.4844 0.8046
C -4.3830 -1.6925 1.3161
C -5.4775 -1.7043 0.4864
C -5.3103 -1.5852 -0.9013
C -4.0446 -1.3428 -1.3681
C -2.9262 -1.2599 -0.5408
P -1.3739 -0.9480 -1.3969
C -1.4502 -2.0210 -2.7827
C -1.0657 -1.6336 -4.0409
C -1.1554 -2.4580 -5.1545
C -1.6914 -3.7167 -5.0143
C -2.0961 -4.0899 -3.7299
C -1.9429 -3.2802 -2.6007
C -1.3943 0.8030 -1.9607
C -0.1828 1.1949 -2.5414
C -0.0493 2.4873 -3.0460
C -1.1142 3.3968 -2.9353
C -2.3145 3.0019 -2.2355
C -2.4579 1.7040 -1.7567
H -0.5543 2.0789 3.9537
H -1.5515 0.7482 4.4226
H -1.3817 1.1141 2.7364
H 1.0035 0.4541 2.8101
H 0.6197 -0.5432 5.6939
H 1.4620 0.8568 5.2740
H 2.1082 -0.6255 4.6311
H 0.6803 -1.9851 3.0566
H -1.4725 -1.5728 4.8832
H -1.0786 -3.0798 4.0116
H -4.4492 -1.9853 2.3575
H -6.4938 -1.8519 0.8581
H -6.1466 -1.7649 -1.5553
H -3.9209 -1.2469 -2.4566
H -0.7013 -0.5846 -4.1341
H -0.8110 -2.0151 -6.0882
H -1.7963 -4.4925 -5.8036
H -2.5271 -5.0716 -3.5599
H -2.3891 -3.5747 -1.6323
H 0.6376 0.4615 -2.5889
H 0.8778 2.8207 -3.5148
H -1.1094 4.3750 -3.3709
H -3.1018 3.7309 -2.0848
H -3.3901 1.4470 -1.3048
Cl 2.7574 -1.5914 1.4942
C 3.8633 -1.8571 0.1349
C 5.1199 -2.3750 0.3866
C 5.9341 -2.7269 -0.6863
C 5.3264 -2.6739 -1.9856
C 4.0921 -2.2137 -2.2458
Cl 3.4338 -2.3002 -3.8613
C 3.2717 -1.8330 -1.1737
N 1.9762 -1.4507 -1.2950
H 5.3394 -2.4734 1.4726
H 6.8964 -3.1326 -0.4972
H 5.8727 -2.9657 -2.8707
C 0.1968 5.1028 2.1419
C 1.4141 5.2120 1.1844
C 2.7182 4.8175 1.9702
C 1.1939 4.4156 -0.1055
N 1.4252 3.0005 -0.0257
C 0.5993 2.0421 0.2883
N 1.2430 0.8658 0.2065
N 2.4764 1.1481 -0.1525
N 2.6119 2.4380 -0.2866
H 0.4134 5.5780 3.0967
H 0.0165 4.0504 2.2522
H -0.6836 5.5514 1.6922
H 1.5382 6.2246 0.7804
H 2.7155 3.7186 2.0390
H 2.6616 5.4035 2.8964
H 3.5904 5.2018 1.4943
H 1.9529 4.7332 -0.8580
H 0.2370 4.6732 -0.5870
H -0.4190 2.1126 0.5237
Se 0.1158 -3.7255 0.2087
C 1.6903 -4.5894 -0.2252
N 2.7223 -5.1197 -0.3484

=====

13
Properties=species:S:1:pos:R:3 method="wB97M-V/def2-TZVPD" orbital_gap_ev=8.6 relative_energy_ev=4.271 e_tot_ha=-684.3744 lumo_energy_ev=-0.38 charge=0
C -2.9412 0.9208 -0.3311
C -1.0903 0.8102 -2.0869
C -1.7057 0.6312 -0.8974
C 0.1038 -0.0176 -1.7049
C -0.5626 -0.2354 -0.4007
C 0.4136 -0.3845 1.6030
N -3.9538 1.1237 0.1732
S -0.4560 -1.7427 -1.3416
H -1.3756 1.2707 -3.0120
H 1.1358 0.1197 -1.9651
H -0.1658 0.3316 2.1531
H 1.4087 -0.0870 1.3371
H 0.2453 -1.4197 1.8126

=====

13
Properties=species:S:1:pos:R:3 method="wB97M-V/def2-TZVPD" orbital_gap_ev=10.2 relative_energy_ev=1.117 smiles="C[C@@H]1C=C(Br)C1" e_tot_ha=-2768.6462 lumo_energy_ev=1.03 charge=0
C -0.9210 -0.1283 1.3587
C 0.2732 0.0264 0.5065
C 0.3385 1.1676 -0.4275
C 0.4585 0.4366 -1.5333
Br 0.5359 0.8219 -3.4006
C 0.4211 -0.9309 -0.7737
H -0.8507 -1.0758 1.7754
H -1.8982 0.0947 1.0655
H -0.7109 0.4898 2.1482
H 1.0650 0.0337 1.2792
H 0.1959 2.2426 -0.4622
H -0.3455 -1.6789 -0.8219
H 1.4382 -1.4996 -0.7144